Record 1
Molecular formula: C11H13N2O3
Method: DFT, ωB97M-V/def2-TZVPD

Computed properties:
highest occupied orbital energy (alpha / beta)	-8.953 / -9.488	eV
Kohn-Sham gap (alpha / beta)	0.337 / 0.311	Ha
energy relative to the best compared isomer or geometry (same formula, charge and spin)	0.0	kJ/mol
spin multiplicity	2
charge	0

Atoms and positions in Å:
O: -3.461 -2.301 -0.969
O: 1.804 -2.848 -0.579
O: -2.062 -3.298 0.319
N: -2.573 -2.298 -0.141
N: 1.366 -1.083 0.768
C: -2.019 -0.986 0.265
C: 0.998 2.746 -1.239
C: 0.419 1.507 -1.496
C: -0.862 1.672 0.534
C: -0.503 0.940 -0.603
C: 0.025 -1.453 -1.212
C: 0.654 3.454 -0.085
C: 1.138 -1.833 -0.333
C: -1.040 -0.453 -0.910
C: 2.385 -1.430 1.732
C: -0.262 2.904 0.809
H: -1.495 -1.140 1.212
H: 0.669 0.979 -2.419
H: -2.870 -0.309 0.382
H: 2.315 -0.737 2.577
H: -1.671 1.345 1.189
H: -0.567 3.462 1.696
H: 0.910 -0.185 0.858
H: 1.086 4.437 0.107
H: 1.724 3.160 -1.941
H: 3.392 -1.362 1.294
H: -0.070 -2.071 -2.105
H: -1.667 -0.364 -1.808
H: 2.238 -2.456 2.096

Record 2
Molecular formula: C11H13N2O6PtS
Method: DFT, ωB97M-V/def2-TZVPD

Computed properties:
highest occupied orbital energy	-12.263	eV
Kohn-Sham gap	0.267	Ha
energy relative to the best compared isomer or geometry (same formula, charge and spin)	74.1	kJ/mol
charge	+1

Atoms and positions in Å:
Pt: -0.048 1.557 0.279
S: 0.236 0.706 2.666
O: 0.275 0.609 4.074
O: -3.662 0.433 -2.471
O: 1.284 1.554 1.999
O: -0.791 4.170 -2.827
O: -1.051 1.293 2.069
O: -1.747 -0.166 -1.316
N: -1.140 2.893 -0.902
N: 1.316 1.867 -1.220
C: -0.318 3.528 -1.950
C: -0.584 -2.878 1.047
C: 0.399 -0.843 1.828
C: 1.796 -2.581 0.964
C: -2.402 2.943 -1.089
C: -0.731 -1.627 1.617
C: -2.706 0.149 -1.890
C: 0.825 -4.753 0.138
C: 1.671 -1.328 1.536
C: 1.150 3.233 -1.771
C: 0.676 -3.375 0.715
H: -0.025 -5.014 -0.491
H: 1.663 3.363 -2.721
H: 1.552 3.932 -1.037
H: 1.229 1.165 -1.953
H: 1.738 -4.844 -0.448
H: 0.875 -5.489 0.943
H: 2.245 1.764 -0.816
H: 2.545 -0.728 1.754
H: -1.710 -1.245 1.874
H: -1.461 -3.485 0.861
H: -2.814 3.572 -1.876
H: 2.781 -2.960 0.721
H: -3.066 2.586 -0.308

Record 3
Molecular formula: C11H13N3
Method: DFT, ωB97M-V/def2-TZVPD

Computed properties:
highest occupied orbital energy (alpha / beta)	-14.410 / -16.461	eV
Kohn-Sham gap (alpha / beta)	0.228 / 0.170	Ha
spin multiplicity	3
charge	+2

Atoms and positions in Å:
N: -0.902 0.067 0.254
N: -2.655 1.550 0.810
N: -0.662 -1.612 -1.591
C: 0.726 -1.751 0.240
C: 1.240 1.108 0.969
C: -0.013 0.701 1.238
C: 3.380 1.454 -0.189
C: -0.012 -2.523 -2.024
C: -3.123 -0.224 -0.741
C: -0.380 -1.102 -0.309
C: 0.895 -3.430 -1.711
C: 2.048 1.086 -0.271
C: 1.312 -2.850 -0.379
C: -2.206 0.452 0.200
H: -3.659 1.901 0.736
H: 3.874 1.874 0.620
H: -3.025 0.187 -1.813
H: 1.684 1.738 1.774
H: -4.277 -0.026 -0.526
H: 2.240 -3.292 0.049
H: -2.170 2.284 1.389
H: 1.626 0.933 -1.300
H: -0.472 0.726 2.230
H: 1.392 -4.223 -2.260
H: -3.150 -1.355 -0.739
H: 1.071 -1.345 1.186
H: 3.831 1.480 -1.098

Record 4
Molecular formula: C11H13N4O7P
Method: DFT, ωB97M-V/def2-TZVPD

Computed properties:
highest occupied orbital energy	-9.097	eV
Kohn-Sham gap	0.298	Ha
charge	0

Atoms and positions in Å:
P: 0.098 -2.461 -3.469
O: -1.091 3.670 -0.943
O: 0.184 5.113 1.450
O: 1.655 -2.692 -3.669
O: 2.236 -0.617 5.352
O: -0.804 -2.750 -4.780
O: -0.395 -3.670 -2.759
O: 0.838 -2.163 4.836
N: 0.255 3.270 2.525
N: -0.664 1.819 0.312
N: 1.395 -1.091 4.590
N: 0.335 -0.613 -1.265
C: -0.097 3.944 1.340
C: -0.340 -1.058 -0.057
C: 0.093 -0.333 1.233
C: -0.158 -0.767 -2.678
C: 0.570 -1.047 2.225
C: 1.016 1.035 3.424
C: 0.005 1.087 1.348
C: -1.679 -0.212 -2.722
C: 1.048 -0.374 3.480
C: 0.504 1.837 2.387
C: -0.646 3.188 0.120
H: -0.797 1.378 -0.606
H: 0.530 -0.154 -3.300
H: -0.353 -2.130 0.022
H: 0.597 5.092 2.318
H: 0.652 -2.172 2.281
H: -1.523 -3.035 -4.184
H: -1.857 0.851 -2.527
H: -2.374 -0.807 -2.024
H: 1.234 1.396 4.393
H: 1.831 -3.613 -3.717
H: -1.514 -0.934 -0.153
H: 1.362 -0.751 -1.139
H: -2.146 -0.236 -3.644

Record 5
Molecular formula: C11H13N7O2PdS3
Method: DFT, ωB97M-V/def2-TZVPD

Computed properties:
highest occupied orbital energy (alpha / beta)	-14.566 / -14.555	eV
Kohn-Sham gap (alpha / beta)	0.214 / 0.200	Ha
energy relative to the best compared isomer or geometry (same formula, charge and spin)	0.0	kJ/mol
charge	+2

Atoms and positions in Å:
Pd: 0.229 -0.202 0.013
S: 1.463 0.474 -1.781
S: -0.643 1.869 0.183
S: 1.887 0.605 1.493
O: -2.876 -1.394 2.569
O: -0.936 -1.019 1.637
N: -2.778 -1.040 0.308
N: 5.021 5.860 1.750
N: 1.560 7.595 0.603
N: 1.277 -2.093 -0.203
N: 2.330 -1.994 -1.133
N: 3.484 -0.883 -2.761
N: -1.993 -0.798 -0.831
C: -2.164 -1.143 1.513
C: 2.497 -0.897 -1.886
C: 4.082 5.236 1.535
C: 3.015 3.059 1.366
C: 1.714 5.029 0.848
C: -4.313 -1.558 2.502
C: 2.929 4.428 1.257
C: 0.613 4.255 0.531
C: 1.877 2.272 1.126
C: 1.629 6.454 0.711
C: 0.695 2.870 0.658
H: 3.943 2.595 1.673
H: 1.663 -2.318 0.714
H: -4.781 -0.638 2.153
H: 2.961 -2.781 -1.205
H: -3.778 -1.124 0.209
H: -2.341 0.026 -1.317
H: -0.290 4.731 0.172
H: -4.620 -1.755 3.522
H: 4.094 -1.672 -2.918
H: -2.063 -1.589 -1.467
H: -4.567 -2.412 1.874
H: 0.658 -2.855 -0.477
H: 3.646 -0.060 -3.323

Record 6
Molecular formula: C11H13NO2P
Method: DFT, ωB97M-V/def2-TZVPD

Computed properties:
highest occupied orbital energy	-11.580	eV
Kohn-Sham gap	0.307	Ha
charge	+1

Atoms and positions in Å:
P: -2.988 0.410 1.426
O: -0.270 1.438 1.165
O: -3.412 1.917 1.403
N: 0.998 1.405 0.625
C: 4.356 -0.340 -2.620
C: 2.258 -0.109 -0.791
C: 4.291 0.838 -1.838
C: -0.947 0.327 0.775
C: -3.128 -0.294 3.168
C: 2.324 -1.198 -1.616
C: 3.324 0.891 -0.870
C: 1.039 0.321 -0.113
C: -4.046 -0.503 0.313
C: 3.416 -1.322 -2.474
C: -0.171 -0.471 0.000
H: 1.458 -1.850 -1.598
H: -3.679 -1.538 0.168
H: -3.935 0.038 -0.573
H: 5.065 -0.402 -3.530
H: -2.239 -0.078 3.875
H: -3.096 -1.331 3.075
H: -5.027 -0.430 0.702
H: 5.109 1.507 -2.122
H: -2.805 2.633 1.820
H: 3.450 -2.269 -2.996
H: -4.092 -0.023 3.528
H: -0.525 -1.417 -0.530
H: 3.272 1.850 -0.372

Record 7
Molecular formula: C11H13OPS
Method: DFT, ωB97M-V/def2-TZVPD

Computed properties:
highest occupied orbital energy	-8.909	eV
Kohn-Sham gap	0.357	Ha
energy relative to the best compared isomer or geometry (same formula, charge and spin)	0.0	kJ/mol
SMILES string	CC#C[P@](=S)(OCC)c1ccccc1
charge	0

Atoms and positions in Å:
S: -1.122 -1.102 -2.214
P: -0.531 -0.270 -0.612
O: -0.964 -0.989 0.778
C: 3.188 0.349 1.123
C: 2.246 -0.659 -1.290
C: 1.816 0.463 0.769
C: 1.327 -0.047 -0.424
C: -1.042 1.403 -0.375
C: 3.607 -0.718 -0.971
C: -1.677 -2.300 0.768
C: 4.078 -0.183 0.185
C: -2.151 3.795 -0.391
C: -1.622 2.457 -0.425
C: -3.192 -2.090 0.677
H: -3.319 3.799 -0.461
H: 5.210 -0.419 0.399
H: -3.376 -1.113 1.247
H: -3.937 -2.877 0.956
H: -3.250 -1.902 -0.478
H: 3.550 0.751 2.072
H: 4.338 -1.139 -1.587
H: 1.057 0.858 1.530
H: -1.292 -2.983 0.041
H: -1.889 4.337 0.581
H: 2.050 -1.116 -2.306
H: -1.816 4.405 -1.342
H: -1.288 -2.711 1.751

Record 8
Molecular formula: C11H13OPS
Method: DFT, ωB97M-V/def2-TZVPD

Computed properties:
highest occupied orbital energy	-8.192	eV
Kohn-Sham gap	0.283	Ha
energy relative to the best compared isomer or geometry (same formula, charge and spin)	196.5	kJ/mol
SMILES string	CC1(C)O[C@@H]1C=P(=S)c1ccccc1
charge	0

Atoms and positions in Å:
S: 3.084 -2.288 0.498
P: 1.494 -1.324 0.887
O: -1.627 0.071 0.872
C: -1.903 -0.896 -1.407
C: 3.294 0.610 0.187
C: 0.924 1.370 0.301
C: 2.608 2.829 -0.618
C: 1.928 0.384 0.471
C: 3.589 1.849 -0.408
C: -1.382 -1.324 0.991
C: -3.759 -1.120 0.231
C: -2.333 -0.904 -0.061
C: -0.054 -1.981 0.828
C: 1.303 2.588 -0.215
H: -2.060 -1.688 1.789
H: 2.994 3.876 -0.880
H: 4.076 -0.049 0.478
H: -0.756 -0.554 -1.324
H: -4.434 -0.388 -0.332
H: -4.059 -0.829 1.305
H: 0.216 -2.957 0.600
H: -4.175 -2.130 -0.013
H: -2.293 -0.222 -2.093
H: -0.136 1.389 0.730
H: -1.799 -1.833 -2.016
H: 4.603 2.138 -0.652
H: 0.658 3.380 -0.147

| no. | total energy (Eh) | molar mass (Da) |
| --- | --- | --- |
| 1 | -762.06162 | 221.2 |
| 2 | -1505.17649 | 496.4 |
| 3 | -590.34614 | 187.2 |
| 4 | -1513.92082 | 344.2 |
| 5 | -2282.58450 | 477.9 |
| 6 | -973.22093 | 222.2 |
| 7 | -1241.67486 | 224.3 |
| 8 | -1241.60003 | 224.3 |